This record from the Open Molecules 2025 dataset describes C4H12BrHfO2S2 as an isolated structure. The level of theory is wB97M-V/def2-TZVPD.

- gap between HOMO and LUMO (Ha) = 0.06510
- E (Eh) = -3726.82678
- HOMO level (hartree) = -0.6152
- multiplicity = 1
- strongest force on any atom (Eh/bohr) = 0.066
- energy above the lowest of the compared OMol25 structures with the same formula, charge and spin (kcal per mole) = 291.9
- net charge = +3

Last column: Mulliken charge in e.
Atoms and positions in Å:
Hf1 32.784 33.296 -29.863  1.4534
Br1 33.903 35.960 -25.633  0.1135
C1 29.788 31.391 -23.077  -0.8542
S1 31.141 30.284 -23.823  0.6545
O1 31.583 31.039 -25.094  -0.4150
C2 32.403 30.698 -22.574  -0.8374
H1 28.867 31.298 -23.652  0.3342
H2 30.091 32.434 -22.982  0.3411
H3 29.501 31.076 -22.074  0.3926
H4 32.287 30.153 -21.637  0.3938
H5 32.427 31.786 -22.516  0.3252
H6 33.381 30.305 -22.851  0.3520
C3 26.584 38.427 -30.423  -0.8177
S2 27.641 38.226 -28.908  0.6533
O2 28.836 37.268 -29.230  -0.4044
C4 28.298 39.932 -28.790  -0.8429
H7 27.178 38.867 -31.225  0.3421
H8 25.762 39.072 -30.113  0.3760
H9 26.063 37.541 -30.787  0.3483
H10 27.542 40.603 -28.384  0.3983
H11 28.738 40.341 -29.700  0.3525
H12 28.993 39.959 -27.951  0.3408